51
Properties=species:S:1:pos:R:3:lowdin_charge:R:1 method="wB97M-V/def2-TZVPD" charge=-1 homo_ha=-0.1544 e_tot_ha=-4497.2482
Y -0.101 0.576 -0.293 1.36
C -2.388 -0.428 -2.486 -0.12
C -2.471 0.963 -2.514 -0.13
C -1.417 1.707 -3.021 -0.13
C -0.267 1.067 -3.480 -0.14
C -0.178 -0.316 -3.434 -0.12
C -1.251 -1.067 -2.953 -0.11
H -3.193 -1.008 -2.056 0.11
H -3.340 1.462 -2.109 0.11
H -1.474 2.788 -3.021 0.10
H 0.563 1.658 -3.842 0.10
H 0.726 -0.811 -3.764 0.10
H -1.167 -2.139 -2.884 0.08
O 2.090 1.552 0.981 -0.76
N 0.349 -1.809 0.195 -0.02
N 0.213 -2.948 -0.230 -0.41
O -0.290 -3.350 -1.337 -0.13
C 0.557 -4.065 0.685 -0.17
C 0.055 -5.329 0.432 -0.02
C 0.364 -6.366 1.303 -0.09
C 1.182 -6.139 2.399 -0.11
C 1.689 -4.866 2.631 -0.09
C 1.371 -3.823 1.778 -0.03
H -0.565 -5.473 -0.440 0.10
H -0.034 -7.356 1.120 0.10
H 1.426 -6.951 3.073 0.09
H 2.329 -4.685 3.486 0.10
H 1.727 -2.814 1.934 0.09
Cl -0.972 4.212 -0.379 0.66
C 0.621 3.910 -1.039 -0.70
C 1.001 2.593 -1.186 -0.34
C 2.268 2.388 -1.697 -0.70
Cl 2.781 0.703 -1.842 0.67
C 3.134 3.404 -2.067 -0.70
Cl 4.700 3.064 -2.709 0.66
C 2.706 4.723 -1.905 -0.71
Cl 3.746 6.027 -2.353 0.65
C 1.441 4.983 -1.382 -0.70
Cl 0.910 6.614 -1.173 0.65
Cl -4.496 2.807 1.975 0.58
C -3.025 1.933 2.405 -0.68
C -2.550 2.032 3.732 -0.18
C -1.368 1.610 4.236 -0.16
C -0.249 1.052 3.510 -0.25
C -0.098 0.912 2.176 -0.36
Cl 1.672 0.282 1.883 0.81
C -2.546 1.168 1.387 -0.34
N -2.291 0.558 0.409 0.02
H -3.244 2.511 4.414 0.09
H -1.223 1.737 5.301 0.08
H 0.576 0.748 4.149 0.07

60
Properties=species:S:1:pos:R:3:lowdin_charge:R:1 method="wB97M-V/def2-TZVPD" charge=+1 homo_ha="-0.4170 / -0.4169" e_tot_ha=-4301.1419
Tc 0.616 0.084 0.595 1.39
O 0.223 4.047 0.766 -0.26
S 0.137 3.140 -0.333 0.65
O 1.441 2.781 -0.993 -0.67
N -0.461 1.683 0.008 -0.26
C -1.876 1.497 0.135 -0.23
C -2.847 2.447 0.257 0.01
C -4.212 2.069 0.301 -0.03
C -4.589 0.761 0.230 -0.01
C -3.594 -0.248 0.172 -0.13
C -3.872 -1.633 0.137 0.02
C -2.846 -2.532 0.126 -0.01
C -1.522 -2.058 0.195 -0.06
N -1.236 -0.777 0.224 -0.01
C -2.250 0.134 0.169 -0.15
C -0.803 3.843 -1.621 -0.32
C -1.360 5.102 -1.443 -0.05
C -2.088 5.648 -2.490 -0.04
C -2.249 4.940 -3.672 -0.04
C -1.680 3.682 -3.833 -0.04
C -0.944 3.122 -2.804 -0.05
H -2.606 3.496 0.327 0.11
H -4.959 2.845 0.387 0.12
H -5.632 0.477 0.247 0.12
H -4.902 -1.966 0.128 0.13
H -3.024 -3.596 0.101 0.12
H -0.694 -2.749 0.262 0.12
H -1.223 5.636 -0.514 0.12
H -2.529 6.629 -2.383 0.12
H -2.821 5.374 -4.480 0.12
H -1.807 3.143 -4.761 0.12
H -0.491 2.146 -2.910 0.12
S 3.961 1.097 -0.879 0.14
Sb 3.449 3.386 -0.627 1.00
S 4.213 -0.314 2.044 0.29
S 3.062 0.828 1.071 -0.31
S 3.323 2.852 1.666 0.21
F -1.548 1.418 4.364 0.16
C -0.360 0.863 4.641 -0.56
F 0.205 1.546 5.626 0.18
F -0.572 -0.392 5.053 0.17
C 0.532 0.853 3.378 -0.47
O 1.624 1.354 3.364 -0.01
O -0.102 0.275 2.390 -0.16
O 1.484 -1.274 -0.703 -0.14
C 1.773 -2.094 0.243 -0.63
O 1.432 -1.738 1.397 -0.12
C 2.444 -3.376 -0.039 -0.13
C 2.636 -4.277 1.003 0.02
C 3.255 -5.491 0.751 0.03
C 3.669 -5.748 -0.541 -0.12
C 3.500 -4.868 -1.593 0.03
C 2.869 -3.664 -1.332 0.02
N 4.333 -7.050 -0.818 -0.35
O 4.853 -7.182 -1.903 0.10
O 4.372 -7.852 0.087 0.10
H 2.306 -4.021 2.000 0.13
H 3.417 -6.222 1.528 0.13
H 3.857 -5.129 -2.577 0.13
H 2.710 -2.947 -2.125 0.13

59
Properties=species:S:1:pos:R:3:lowdin_charge:R:1 method="wB97M-V/def2-TZVPD" charge=+2 homo_ha=-0.5170 e_tot_ha=-3527.1917
W -0.407 0.181 -0.616 1.72
O 2.215 2.910 4.115 0.24
C 1.702 2.365 3.196 -0.20
C 2.385 1.906 1.884 -0.23
O 3.550 1.721 1.682 0.18
C 1.255 1.586 0.984 -0.23
C 0.089 1.512 1.677 -0.23
O -0.981 1.001 1.028 -0.23
C 0.202 1.990 3.065 -0.25
O -0.648 2.052 3.902 0.19
O 1.253 1.210 -0.294 -0.17
N 0.662 -1.909 -3.557 0.11
C 0.492 -0.591 -3.733 -0.68
N 0.220 0.303 -2.778 -0.09
C 0.189 1.597 -3.330 -0.33
C 0.460 1.662 -4.647 -0.30
S 0.768 0.099 -5.288 1.16
C -0.244 2.701 -2.499 -0.34
C -0.327 4.001 -2.845 -0.30
S -1.123 4.901 -1.618 1.17
C -1.339 3.449 -0.696 -0.63
N -0.778 2.386 -1.254 -0.10
N -2.027 3.469 0.451 0.16
H 0.325 -2.364 -2.728 -0.02
H 0.717 -2.489 -4.379 0.13
H 0.462 2.531 -5.283 0.10
H 0.014 4.486 -3.744 0.10
H -2.447 4.325 0.769 0.13
H -2.174 2.634 0.987 0.09
S -1.084 -2.187 -1.071 0.76
C -2.178 -1.610 0.191 -0.64
C -2.374 -2.298 1.392 0.00
C -3.295 -1.831 2.307 -0.13
C -3.484 -2.536 3.538 -0.14
N -3.607 -3.104 4.529 0.24
C -4.056 -0.667 2.028 -0.13
C -3.886 0.004 0.833 -0.02
C -2.949 -0.455 -0.094 -0.67
S -2.681 0.357 -1.624 0.81
C -5.005 -0.173 2.977 -0.14
N -5.761 0.249 3.732 0.24
H -1.826 -3.207 1.594 0.14
H -4.488 0.875 0.611 0.14
C 1.769 -2.826 2.550 0.05
N 2.221 -2.421 1.213 0.00
C 3.386 -2.871 0.669 0.03
C 3.813 -2.435 -0.536 0.05
C 3.008 -1.492 -1.232 -0.31
N 1.795 -1.172 -0.742 0.12
C 1.473 -1.559 0.490 -0.50
O 0.410 -1.054 0.971 -0.14
N 3.419 -0.900 -2.344 0.23
H 2.579 -3.336 3.062 0.11
H 0.914 -3.496 2.475 0.11
H 1.476 -1.949 3.122 0.11
H 3.959 -3.564 1.268 0.16
H 4.758 -2.769 -0.937 0.14
H 4.344 -1.063 -2.703 0.14
H 2.885 -0.134 -2.718 0.11

57
Properties=species:S:1:pos:R:3:mulliken_spin:R:1 method="wB97M-V/def2-TZVPD" charge=0 homo_ha="-0.3052 / -0.3141" multiplicity=2 e_tot_ha=-3588.8887
Rh -0.086 -0.051 -0.262 0.01
C 3.323 -1.144 1.913 0.00
C 2.602 -1.086 0.718 0.00
N 1.369 -0.672 0.969 0.00
N 1.248 -0.476 2.297 0.00
C 2.429 -0.746 2.884 0.00
B -0.066 0.128 2.881 0.00
N -1.263 -0.694 2.310 0.00
C -2.329 -1.211 2.947 0.00
C -3.182 -1.747 2.004 0.00
C -2.558 -1.508 0.778 0.00
N -1.411 -0.878 0.986 -0.01
N -0.185 1.576 2.364 0.00
C -0.229 2.787 2.954 0.00
C -0.280 3.746 1.966 0.00
C -0.259 3.023 0.770 0.01
N -0.201 1.725 1.018 0.00
N -0.065 -0.027 4.387 0.00
C 0.172 -1.186 5.057 0.00
C -0.127 -0.980 6.378 0.00
C -0.557 0.361 6.425 0.00
N -0.530 0.923 5.232 0.00
H 4.348 -1.439 2.048 0.00
H 2.893 -1.308 -0.295 0.00
H 2.551 -0.636 3.947 0.00
H -2.403 -1.160 4.020 0.00
H -4.121 -2.241 2.178 0.00
H -2.858 -1.756 -0.227 0.00
H -0.241 2.861 4.026 0.00
H -0.329 4.812 2.093 0.00
H -0.283 3.380 -0.248 0.00
H 0.518 -2.068 4.541 0.00
H -0.047 -1.684 7.187 0.00
H -0.886 0.934 7.278 0.00
Cl -1.921 3.821 -5.512 0.02
C -1.023 2.950 -4.340 0.08
C 0.409 3.030 -4.358 0.08
Cl 1.176 3.992 -5.550 0.02
C 1.161 2.351 -3.437 -0.02
Cl 2.873 2.415 -3.418 0.00
C 0.524 1.554 -2.445 0.17
O 1.173 0.903 -1.565 0.24
C -0.927 1.468 -2.430 0.17
O -1.478 0.743 -1.541 0.24
C -1.673 2.191 -3.404 -0.02
Cl -3.380 2.063 -3.346 0.00
F 0.235 -5.325 -3.394 0.00
C 0.166 -4.158 -2.713 0.00
C 0.151 -2.973 -3.415 0.00
C 0.080 -1.779 -2.703 0.00
C 0.026 -1.758 -1.312 0.01
C 0.047 -2.986 -0.645 0.00
C 0.114 -4.190 -1.334 0.00
H 0.192 -2.987 -4.496 0.00
H 0.063 -0.860 -3.275 -0.01
H 0.010 -3.012 0.438 0.00
H 0.129 -5.141 -0.819 0.00